No. 1
The following is a DFT calculation (ωB97M-V with the def2-TZVPD basis set) of a structure of composition C57H42N8OP3SSe2V.

XYZ file:
```
115
Properties=species:S:1:pos:R:3
V 1.575 -1.528 0.631
Se -4.993 -1.810 -1.370
P -4.300 -0.185 -0.232
C -4.320 1.379 -1.167
C -4.295 1.332 -2.557
C -4.330 2.504 -3.297
C -4.418 3.729 -2.654
C -4.464 3.782 -1.267
C -4.409 2.613 -0.524
C -5.259 0.150 1.268
C -6.574 -0.298 1.316
C -7.371 0.005 2.411
C -6.856 0.748 3.461
C -5.540 1.190 3.420
C -4.742 0.891 2.329
C -2.603 -0.452 0.356
C -1.374 -0.595 -0.296
N -0.514 -1.074 0.639
N -1.168 -1.219 1.778
N -2.417 -0.853 1.631
P -0.717 -0.288 -1.928
Se 1.390 -0.819 -1.957
C -0.842 1.443 -2.400
C -1.319 2.409 -1.525
C -1.330 3.740 -1.920
C -0.848 4.108 -3.164
C -0.342 3.144 -4.028
C -0.331 1.816 -3.645
C -1.655 -1.282 -3.100
C -2.171 -0.781 -4.291
C -2.871 -1.620 -5.145
C -3.061 -2.953 -4.813
C -2.563 -3.450 -3.616
C -1.870 -2.615 -2.761
H -4.278 0.366 -3.048
H -4.313 2.459 -4.379
H -4.465 4.643 -3.233
H -4.555 4.735 -0.762
H -4.462 2.668 0.555
H -6.964 -0.891 0.498
H -8.393 -0.347 2.443
H -7.478 0.978 4.317
H -5.133 1.758 4.247
H -3.709 1.212 2.311
H -1.695 2.129 -0.549
H -1.727 4.489 -1.251
H -0.860 5.148 -3.464
H 0.049 3.429 -4.996
H 0.097 1.073 -4.307
H -2.054 0.263 -4.548
H -3.279 -1.226 -6.066
H -3.617 -3.600 -5.478
H -2.754 -4.477 -3.333
H -1.536 -2.980 -1.799
S 6.239 -5.097 -4.189
N 4.678 -5.352 -3.886
C 4.366 -4.605 -2.840
C 3.061 -4.538 -2.211
C 1.961 -5.290 -2.630
C 0.781 -5.186 -1.932
C 0.723 -4.324 -0.840
N 1.749 -3.578 -0.451
C 2.912 -3.683 -1.122
C 4.029 -2.866 -0.638
N 3.769 -2.038 0.392
C 4.785 -1.407 0.965
C 6.094 -1.493 0.497
C 6.352 -2.262 -0.614
C 5.305 -2.981 -1.192
C 5.461 -3.857 -2.337
N 6.582 -4.052 -3.010
H 2.060 -5.948 -3.483
H -0.093 -5.755 -2.213
H -0.182 -4.229 -0.252
H 4.553 -0.799 1.827
H 6.878 -0.945 1.000
H 7.345 -2.340 -1.035
O 1.189 -3.840 2.354
N 1.534 -2.490 2.484
C 1.655 -2.197 3.715
C 1.913 -0.891 4.330
C 2.010 -0.955 5.725
C 2.198 0.175 6.498
C 2.271 1.414 5.881
C 2.172 1.493 4.502
C 2.017 0.360 3.702
P 1.886 0.628 1.901
C 3.437 1.470 1.418
C 4.432 1.897 2.294
C 5.607 2.452 1.803
C 5.798 2.597 0.437
C 4.810 2.177 -0.443
C 3.644 1.607 0.043
C 0.643 1.967 1.872
C -0.536 1.822 2.604
C -1.476 2.840 2.618
C -1.247 4.016 1.916
C -0.078 4.161 1.186
C 0.856 3.136 1.147
H 1.539 -4.077 1.482
H 1.522 -3.020 4.413
H 1.921 -1.919 6.211
H 2.268 0.090 7.573
H 2.393 2.316 6.466
H 2.196 2.468 4.030
H 4.316 1.782 3.363
H 6.373 2.776 2.496
H 6.712 3.036 0.059
H 4.948 2.281 -1.512
H 2.894 1.252 -0.656
H -0.727 0.913 3.160
H -2.380 2.721 3.202
H -1.973 4.819 1.949
H 0.119 5.079 0.648
H 1.766 3.275 0.579
```

- Spin multiplicity: 4
- Net charge: +1
- Energy: -268840.1304 eV
- Strongest force on any atom: 0.69 eV/Å
- M: 1188.87 g/mol


No. 2
The following is a DFT calculation (ωB97M-V with the def2-TZVPD basis set) of a structure of composition C57H43Br2N5O7PbS2Se.

XYZ file:
```
118
Properties=species:S:1:pos:R:3
Pb -1.347 -1.968 -1.281
O -2.992 -5.224 0.828
C -2.835 -4.030 0.683
O -1.726 -3.430 0.503
C -4.090 -3.100 0.848
C -3.658 -1.724 1.376
C -4.878 -0.943 1.891
C -5.543 -0.526 0.565
C -4.583 -1.168 -0.451
O -3.322 -1.012 0.187
C -4.809 -2.698 -0.456
C -4.312 -3.329 -1.791
O -5.164 -3.789 -2.529
O -3.072 -3.255 -2.081
H -4.768 -3.641 1.512
H -2.810 -1.758 2.055
H -5.520 -1.563 2.515
H -4.536 -0.083 2.465
H -6.557 -0.904 0.463
H -5.554 0.555 0.429
H -4.565 -0.681 -1.423
H -5.876 -2.924 -0.409
C -0.633 -3.970 6.399
C -0.568 -3.072 5.203
C -0.236 -3.566 3.948
C -0.142 -2.720 2.857
C -0.402 -1.372 3.025
C -0.771 -0.867 4.261
C -0.843 -1.715 5.345
S -0.323 -0.227 1.620
O -1.451 0.688 1.874
C 1.069 0.762 2.316
C 1.919 0.116 3.229
C 2.765 0.815 4.039
C 2.629 2.215 4.121
C 3.259 2.951 5.145
C 3.001 4.282 5.313
C 2.095 4.921 4.456
C 1.519 4.243 3.415
C 1.788 2.876 3.187
C 1.160 2.133 2.115
C 0.731 2.928 0.953
C 1.595 4.041 0.624
C 2.976 4.012 0.914
C 3.802 5.041 0.556
C 3.293 6.173 -0.093
C 1.969 6.218 -0.432
C 1.110 5.144 -0.125
C -0.223 5.109 -0.588
C -0.877 3.914 -0.562
C -0.374 2.799 0.119
S -1.060 1.242 -0.620
O -2.118 1.671 -1.540
C 0.458 1.371 -1.644
C 0.382 2.017 -2.862
C 1.531 2.262 -3.591
C 2.770 1.867 -3.107
C 4.032 2.203 -3.840
C 2.825 1.183 -1.894
C 1.680 0.935 -1.165
H -0.546 -5.015 6.113
H -1.576 -3.830 6.925
H 0.173 -3.726 7.092
H -0.057 -4.622 3.818
H 0.084 -3.109 1.879
H -0.994 0.184 4.351
H -1.116 -1.325 6.314
H 1.889 -0.963 3.294
H 3.458 0.299 4.687
H 3.916 2.425 5.824
H 3.459 4.835 6.121
H 1.839 5.955 4.628
H 0.800 4.748 2.790
H 3.398 3.141 1.390
H 4.859 4.980 0.774
H 3.955 6.987 -0.347
H 1.572 7.065 -0.974
H -0.667 5.978 -1.049
H -1.811 3.775 -1.086
H -0.587 2.341 -3.208
H 1.469 2.789 -4.533
H 3.822 2.671 -4.799
H 4.640 1.317 -4.013
H 4.624 2.897 -3.243
H 3.785 0.863 -1.512
H 1.734 0.418 -0.220
Br -3.687 2.299 -6.634
C -3.081 0.919 -5.487
C -3.979 0.134 -4.784
C -3.452 -0.826 -3.932
N -2.159 -1.031 -3.774
C -1.303 -0.329 -4.509
C -1.723 0.682 -5.372
C 0.120 -0.693 -4.423
C 0.959 -0.509 -5.524
C 2.291 -0.857 -5.395
Br 3.474 -0.596 -6.848
C 2.754 -1.380 -4.200
C 1.830 -1.549 -3.183
N 0.557 -1.226 -3.288
H -5.044 0.259 -4.888
H -4.104 -1.481 -3.379
H -1.019 1.290 -5.915
H 0.585 -0.128 -6.460
H 3.788 -1.649 -4.059
H 2.138 -1.960 -2.236
Se 3.143 -1.914 0.939
N 3.534 -3.617 0.764
C 2.561 -4.207 0.077
C 2.469 -5.561 -0.285
C 1.369 -5.946 -1.012
C 0.401 -5.003 -1.400
N 0.470 -3.728 -1.096
C 1.502 -3.323 -0.343
N 1.647 -2.056 0.037
H 3.246 -6.250 0.007
H 1.237 -6.975 -1.304
H -0.466 -5.291 -1.976
```

- Net charge: 0
- Energy: -313938.2658 eV
- Strongest force on any atom: 1.86 eV/Å
- M: 1420.10 g/mol


Look up the strongest force on any atom of the first one. 0.69 eV/Å